Density functional theory data (the ωB97M-V functional and the def2-TZVPD basis) for an isolated molecule of C4H7NOS in a non-equilibrium geometry.

Results
Relative energy (zero: lowest compared OMol25 entry of this formula, charge and spin) = 221.73 kJ/mol
E_tot = -684.72262 Ha
Molar mass = 117.2 g mol⁻¹
Orbital gap = 0.3309 Ha
SMILES = N/C(=C/C=O)CS
Net charge = 0

Element x y z (Å)
N 0.805 -1.860 0.101
C 0.404 -0.612 0.293
C 1.351 0.387 0.216
C 1.055 1.659 0.680
O 1.941 2.501 1.016
C -1.080 -0.359 0.355
S -2.015 -0.651 -1.198
H 1.809 -2.196 -0.051
H 0.116 -2.856 0.066
H 2.466 0.225 0.201
H -0.039 1.943 0.728
H -1.497 -0.916 1.233
H -1.098 0.718 0.706
H -1.058 0.059 -1.821